(1)
C19H20FeN6O2PS7 | the ωB97M-V functional and the def2-TZVPD basis

XYZ file:
```
56
Properties=species:S:1:pos:R:3:lowdin_charge:R:1
C -2.578 -1.903 -2.487 -1.62
H 3.024 2.288 2.486 0.12
C -0.082 0.873 2.265 -0.65
C 1.113 3.188 -0.884 -0.33
H 2.645 -3.185 0.312 0.07
N 0.544 0.948 -0.883 0.02
H 1.672 -4.365 2.431 0.06
C 2.572 -0.366 -1.522 -0.09
C 1.334 0.986 2.268 -0.60
C -4.403 0.750 0.354 -0.09
H -4.323 -0.171 -0.215 0.00
H 0.237 -3.953 1.768 0.06
C 1.811 0.869 -1.189 -0.60
H 1.035 4.259 -0.798 0.08
C -1.894 3.656 -0.225 -0.34
H -0.388 -3.656 -3.405 0.03
O 0.282 -1.953 -0.833 -0.48
N 1.227 -3.726 1.786 -0.04
C -0.193 3.231 2.908 -0.20
H 2.346 -3.298 -2.375 0.07
H -1.878 1.935 2.711 0.11
H 0.916 -3.687 -4.380 0.07
H 1.575 -4.894 -2.408 0.08
C 1.380 -3.814 -2.378 -0.33
S 2.585 2.403 -1.243 1.08
C 1.945 2.209 2.524 -0.08
C -1.006 4.377 3.194 -0.19
H -1.466 4.644 -0.220 0.08
C 1.199 3.343 2.817 -0.21
N -2.071 1.347 -0.358 0.01
H -0.431 -1.370 -3.342 -0.11
S -2.774 -1.934 -0.820 0.64
C -3.280 1.668 0.024 -0.60
O -0.630 -4.396 -0.619 -0.35
H -4.359 0.495 1.415 0.09
C 1.862 4.600 3.003 -0.19
H 2.879 -0.869 -0.605 0.03
N 2.416 5.600 3.136 0.15
H 1.389 -1.296 1.793 -0.16
S -0.927 -0.587 1.806 0.66
C 1.785 -3.853 0.441 -0.34
H 1.926 -1.048 -2.069 0.06
N -1.652 5.306 3.406 0.16
H 2.116 -4.873 0.205 0.08
S 2.379 -0.380 1.956 0.83
H -5.361 1.227 0.144 0.07
N 0.570 -3.327 -3.499 -0.04
S -3.511 3.361 0.216 1.08
H 3.454 -0.114 -2.111 0.08
Fe -0.970 -0.441 -0.586 -0.12
S -1.404 -0.552 -2.869 0.73
S -3.202 -2.842 -3.680 0.48
C -1.276 2.475 -0.469 -0.32
C 0.137 2.258 -0.742 -0.31
P 0.506 -3.455 -0.804 0.39
C -0.800 2.009 2.650 -0.07
```

## Properties
- gap between HOMO and LUMO (eV) = 7.13
- LUMO energy (eV) = 2.101
- multiplicity = 1
- charge = -1

---

(2)
C7H15BrF2NO | the ωB97M-V functional and the def2-TZVPD basis

XYZ file:
```
27
Properties=species:S:1:pos:R:3:lowdin_charge:R:1
Br 4.222 0.365 -0.010 0.63
C -0.489 -2.057 0.943 -0.01
C 0.509 0.196 0.487 -0.25
H -0.368 2.041 0.397 0.12
O 1.051 0.126 1.687 0.08
H -2.075 -0.040 1.262 0.10
C -1.863 -0.140 0.208 -0.02
H -1.801 0.702 -0.394 0.05
H 0.465 -2.736 0.802 0.15
H 1.713 3.283 -0.165 0.16
H 2.440 1.916 0.473 0.05
C -0.335 -1.060 -1.456 -0.02
H -2.721 -0.823 -0.238 0.15
F 2.388 -0.042 -1.988 -0.01
H 0.410 -1.764 -1.716 0.08
H -0.114 -0.173 -1.922 0.05
H -0.604 -1.747 1.934 0.07
C -0.483 -0.836 0.048 -0.54
H -1.383 -2.593 0.772 0.09
F 2.684 -1.776 -0.834 0.04
C 0.471 1.643 -0.075 -0.05
H -1.291 -1.498 -1.809 0.12
C 2.470 -0.492 -0.744 -0.73
H 1.172 -0.838 1.879 0.15
H 0.426 1.704 -1.186 0.16
H 1.510 2.877 1.312 0.15
N 1.573 2.507 0.419 0.23
```

## Properties
- gap between HOMO and LUMO (alpha / beta) (eV) = 8.41 / 8.41
- LUMO energy (alpha / beta) (eV) = -3.773 / -3.773
- energy above the lowest of the compared OMol25 structures with the same formula, charge and spin (kJ/mol) = 154.8
- multiplicity = 1
- charge = +1